Record 1
Entry from OMol25: the molecule C23H35N5OS (ωB97M-V/def2-TZVPD).

XYZ file:
```
65
C23H35N5OS (ωB97M-V/def2-TZVPD)
C 4.7367 -0.2265 -1.7579
C -2.5304 0.6561 1.0114
C 0.5385 -2.0933 0.0564
C -5.9794 0.6737 1.2171
H 4.1304 -0.5401 -2.6092
H 1.8840 2.5445 -2.4744
H -4.8882 -1.3504 -2.2451
S 4.4676 -1.3137 2.3820
H 0.2852 0.5880 -1.6999
H 5.7680 -0.1227 -2.0972
H 2.4495 3.5175 2.1894
H 4.6048 1.9312 -1.8882
H -0.8390 -2.9011 -1.3673
H -5.3578 0.3264 -1.9306
H -0.1358 0.4833 2.1679
C -1.6815 -1.2443 -0.3146
C 2.2514 1.8782 -0.0271
N -3.6969 0.4904 0.2587
H 1.7263 -1.2986 -2.5337
H -4.3876 2.1296 1.2480
H -5.8702 -1.8879 0.0950
H 1.5714 -0.6606 -4.1730
H 4.6286 1.2849 -0.2407
C 2.1170 1.4717 -2.4252
O -2.4401 1.5406 1.8420
C -0.2604 -0.2510 1.3859
C -6.2411 -1.1155 -0.5819
C 4.2262 1.1246 -1.2430
H -7.7636 -0.4206 0.7571
N 3.3865 -1.3507 -0.0479
H 2.1684 3.8919 -0.8280
C 0.8281 0.6691 -2.6431
H -5.5960 -0.0624 1.9268
C 0.7579 -1.1311 1.0567
N 2.7692 1.1354 -1.1657
H 0.1930 1.2149 -3.3438
C -3.8023 -0.4797 -0.6995
C -5.0848 -0.6203 -1.4597
C 4.6905 -1.2996 -0.6711
H 4.9209 -2.2802 -1.1045
C 1.0877 -0.7248 -3.2000
H 0.9352 3.8547 1.3498
H 1.9141 -0.7994 2.7294
H -7.3011 0.7510 -0.4745
N 1.9591 -1.0827 1.7601
N -2.8628 -1.3058 -0.9959
H 5.4309 -1.0919 0.1081
H -6.5496 1.4124 1.7831
C -6.9123 -0.0018 0.2163
H 0.1497 -1.2616 -3.3171
H 1.3145 -2.8118 -0.1582
C 2.0141 3.9896 1.3112
C -1.4709 -0.2939 0.6982
H -5.1185 1.8970 -0.3547
C 3.2297 -1.2514 1.2854
H 2.2304 5.0545 1.3522
H 2.6552 -0.9169 -0.6066
C -0.6581 -2.1531 -0.6125
H 2.6438 1.4025 0.8767
C 2.5846 3.3753 0.0394
H -6.9898 -1.5765 -1.2287
H 1.1645 1.7577 -0.0200
H 3.6678 3.5119 0.0221
H 2.8050 1.2546 -3.2454
C -4.7992 1.3873 0.5583
```

ΔE to the lowest compared entry with this formula, charge and spin   7.8 kJ/mol
SMILES   CCCN(CCC)CCCNC(=S)Nc1ccc2nc3n(c(=O)c2c1)CCCCC3


Record 2
Entry from OMol25: a structure of composition C23H36BBr2F9K2NO13S at a distorted geometry (ωB97M-V/def2-TZVPD).

XYZ file:
```
88
C23H36BBr2F9K2NO13S (ωB97M-V/def2-TZVPD)
F 0.2651 -8.0633 -8.2663
B -1.0287 -8.1834 -8.8454
C -1.7495 4.0982 1.1426
C -9.5807 6.9434 -0.7897
F 2.1230 1.1105 1.4501
H -0.2835 5.6926 1.0650
O -9.3831 9.2993 -0.5878
K 4.2983 -2.0672 0.2656
F -1.3419 -6.9588 -9.4958
C 4.8502 -6.0885 -1.4619
F 3.5861 2.3771 0.5237
F -0.1703 -5.7473 -4.9284
C -7.0832 9.4374 3.5591
C 3.2429 1.8129 1.6806
H 2.4699 -3.6509 -8.3455
C 6.6956 -5.9942 4.8333
H 1.8349 -5.0304 -8.9413
H 0.9244 4.6332 5.7263
H -2.7623 3.9095 0.7797
O 2.4670 -4.6292 -8.2950
H 1.4196 -5.6056 -6.1429
H 5.1947 -5.8204 0.6175
O -1.1987 5.5712 4.2852
C 3.2046 -3.7555 -1.4412
F 7.3035 -5.8269 6.0313
H 3.6632 -7.0126 -5.5819
H 3.1981 3.6747 5.2202
H 1.9054 -7.8015 -4.1643
C 3.0689 2.8431 2.8030
O 5.7871 -4.0022 2.2877
O -5.7666 9.1591 3.6852
H -8.7190 6.2834 -0.6590
O 7.1129 -5.7878 2.6003
H -9.6813 7.1773 -1.8516
C -6.9134 5.5702 2.4543
O -3.5533 5.1512 3.6192
C 6.3283 -4.7681 3.0166
H 2.5343 -2.8351 -1.3877
Br -8.3219 3.4807 1.0740
K -1.6292 8.2623 2.1514
H -7.5129 3.7382 3.3906
F -1.0237 -9.2320 -9.7827
H 3.3826 -5.2830 -5.2859
H 5.8514 -6.6772 4.9448
O 2.4701 2.2822 3.8414
C 3.3763 -4.4571 -2.6069
S -2.1853 5.2401 3.3132
C 4.1982 -5.6668 -2.6926
H 1.5999 -6.1776 -3.4232
H 2.0995 2.4541 5.8369
C 3.8919 -4.2706 -0.1531
H 1.2695 4.7527 3.9998
H -7.8559 6.1139 2.3566
C -9.3921 8.2249 0.0513
O -9.2691 8.0339 1.2861
O 6.2302 -4.7357 4.3739
H 8.6742 -5.9728 3.9431
H 3.3702 -5.0014 -8.3900
C -7.0766 4.0737 2.4512
C -1.3642 5.5510 0.9618
H -1.0560 3.4210 0.6505
F -1.9691 -8.4434 -7.8369
H -6.1438 3.5435 2.2778
H 0.7121 -7.2797 -6.0164
H 5.4896 -6.9742 -1.5260
C 4.6923 -5.4271 -0.2685
C 3.3811 -6.2904 -4.7843
H -7.6146 8.9675 2.7091
H -1.6917 5.9496 0.0027
H -6.4030 5.8974 3.3597
C 0.9760 -6.3604 -5.4728
H 0.2035 3.4909 4.5807
H 3.7456 -3.7496 0.8542
C 1.1030 4.0560 4.8204
O 3.4529 3.9734 2.7431
H 7.7662 -7.4669 3.6510
H 2.8570 -4.0802 -3.4936
C 2.2825 3.1252 4.9998
C 7.6809 -6.3890 3.7666
F 4.2081 0.9212 1.9863
C 1.9604 -6.7143 -4.3115
O -2.0119 6.2343 2.0390
O -1.7401 3.8900 2.5636
H -7.7367 9.1424 4.4197
N 4.4290 -6.3835 -3.7736
H -7.3559 10.5118 3.4254
Br -5.7832 6.1712 0.9951
H -10.4797 6.4143 -0.4631
```

Net charge   -1


Record 3
Entry from OMol25: a structure of composition C23H36BeBrCl3FKMgO10Si at a distorted geometry (ωB97M-V/def2-TZVPD).

XYZ file:
```
78
C23H36BeBrCl3FKMgO10Si (ωB97M-V/def2-TZVPD)
C 1.3041 -6.5846 1.0510
O 1.7973 -7.7244 0.8268
O 1.7973 -5.4678 0.2869
O 1.0811 -0.0518 -3.5041
H -1.6781 5.1051 -6.7395
C -5.7719 1.8980 2.9728
C 4.4175 -2.7276 0.9947
C 2.9347 -4.8449 0.9624
H 4.4032 -0.9134 -0.7329
Be -3.4898 5.8347 -2.9252
H 3.9133 1.4470 -0.4660
C -2.6438 4.3464 -4.7801
H 0.7266 -4.5928 3.0006
C -0.7935 3.7977 -2.8189
C 3.3386 -0.7533 -0.3201
H 2.2015 -2.0268 1.1310
H -0.9567 5.2675 0.4115
H 2.4853 -4.1473 1.7768
H 3.2275 -3.4791 -0.8468
C 1.2496 2.7115 -0.6179
H 0.2725 -7.2096 4.8623
H 0.9367 0.4134 -0.8444
C 0.6064 -5.1571 5.7519
H 2.7124 0.9978 0.9668
H 3.4050 -0.9117 1.9952
C -5.7830 3.0347 2.0019
H -1.3141 3.7082 1.3345
C 3.0143 0.8233 -0.1364
H 4.5822 -3.2353 2.0193
Si -0.5804 3.1051 -1.0056
H 1.9234 3.4549 -1.1935
O 0.2637 -6.4600 2.0348
H -1.4132 0.9862 -2.0480
H 1.4715 4.1510 -3.3006
H 1.9976 1.1675 -2.1511
K -1.5836 -4.9960 2.1431
H -0.0944 -4.2759 6.0114
O -4.3969 3.2938 1.8217
H -5.7363 2.2031 4.0226
C -1.4222 4.7602 -5.6754
H -3.1586 3.5253 -2.6212
H -2.7225 1.7029 -0.9457
C 3.2550 -1.5844 1.0815
H -6.2299 2.7640 1.0409
H 1.8517 -6.0169 3.3480
H 2.6076 -1.2846 -1.0420
C 0.0675 4.7256 -5.1750
H 4.7745 -4.4746 -0.3530
H -3.7361 4.3598 -5.1568
H 3.5619 -5.6200 1.5529
H 0.9681 5.0207 -5.8468
O 0.4290 0.9672 -5.5353
H 5.4043 -2.2958 0.6184
H -1.2534 0.7203 -0.1960
H -2.5706 4.3158 0.1123
C -1.6028 1.4501 -1.0022
C 0.4099 4.2330 -3.7224
C 0.7301 -5.7444 3.2288
O -2.5600 1.9798 2.0067
C 3.8396 -3.9128 0.0250
Cl -0.3427 -2.5186 4.2276
Br -3.0317 8.3190 -2.1259
C 1.7193 1.2323 -1.0418
C -3.7401 2.1415 2.1418
Cl 1.1790 -6.0983 7.2249
Cl 0.0750 -0.0325 -4.5473
H 1.5526 -4.6637 5.2993
O -4.5874 1.2007 2.6402
H -6.2992 3.9124 2.3938
C -1.4389 4.2323 0.3091
Mg 2.4890 5.8283 -6.1053
F -6.8265 1.0763 2.7698
C -2.2982 3.8542 -3.3269
O 0.0097 -1.3297 -5.1758
O -1.2119 0.2943 -3.9726
H 1.4882 2.8868 0.5024
H -1.1728 -5.9814 4.4881
C -0.0341 -6.1323 4.6071
```

Net charge   +2


Record 4
Entry from OMol25: a structure of composition C23H36BeFIN2O2Si at a distorted geometry (ωB97M-V/def2-TZVPD).

XYZ file:
```
67
C23H36BeFIN2O2Si (ωB97M-V/def2-TZVPD)
H 4.5228 2.8109 2.1031
H -5.6464 -5.8686 0.9919
C 3.6315 3.0372 0.1828
C -4.9037 -5.6335 1.7530
H 4.4569 0.4985 1.5730
H 4.9552 -1.6010 -0.6063
C 5.1533 1.0922 0.9751
H -5.4007 -5.3094 2.6701
C -4.0149 -1.8567 0.2740
C -3.1712 0.4991 0.3912
C -3.9115 1.5114 -0.2416
H -4.8829 -0.2997 1.4103
O 6.6258 -0.9448 -1.6283
C 0.4336 1.5473 -0.6408
H 3.6895 4.1389 0.0033
H 6.9900 -2.9188 -1.0465
C 2.2407 2.7330 0.7710
C 5.2193 0.5544 -0.4521
H -3.2660 -4.3841 -1.2701
C -2.8640 -4.8754 -0.3816
I -0.6912 -0.9559 1.2171
H 1.4796 3.3659 -1.1703
F -4.0059 5.2749 -2.9544
C -1.9036 4.3101 -2.5423
H 0.8889 0.7569 -0.0542
C -1.8232 2.5013 -1.1692
H -3.0588 -5.9441 -0.4960
C -3.8694 -0.5919 1.1487
H -5.8421 0.9844 -0.9708
H -4.3281 -6.5297 2.0010
H 2.2643 1.7351 1.2145
C -5.3961 1.5896 -0.1711
C -3.2245 2.5231 -1.0361
C 1.1108 2.9036 -0.2544
H -5.7356 2.6084 -0.3455
C -3.3161 4.3242 -2.3561
H -2.3936 -3.1065 2.9413
C 5.7703 -0.8718 -0.5160
N -1.1777 3.4079 -1.9517
H -1.4231 -4.4409 2.2699
H -2.7106 -4.7719 3.4549
C 7.0805 -2.2622 -1.9158
H 5.8642 1.1811 -1.0876
N -3.9678 3.4595 -1.6412
H -3.3580 -0.8230 2.0836
H 6.5041 -2.6932 -2.7381
Be 5.5429 3.9635 -0.8266
C -1.7636 0.5160 0.2570
H -3.0642 -2.0952 -0.2206
H 8.1290 -2.2156 -2.2043
H -1.7786 -4.7558 -0.3588
C 4.8022 2.5748 1.0722
C -1.0488 1.5136 -0.4998
H -4.7286 -1.6121 -0.5225
H 2.0777 3.4642 1.5660
H 6.1394 0.9610 1.4280
H 0.3566 3.5867 0.1315
Si -3.6822 -4.3436 1.2193
O -4.5322 -2.9024 1.0376
H 3.6753 2.5659 -0.8115
H 6.3219 -1.1090 0.4038
H 5.7220 3.1930 0.8801
H -5.7807 1.2610 0.7912
H 0.6508 1.3135 -1.6912
C -2.4183 -4.1479 2.6097
H 4.2135 0.5473 -0.8823
H -1.4288 5.0554 -3.1702
```

Net charge   +2


Record 5
Entry from OMol25: a structure of composition C23H36ClN4O3PS5TeTl (ωB97M-V/def2-TZVPD).

XYZ file:
```
75
C23H36ClN4O3PS5TeTl (ωB97M-V/def2-TZVPD)
C 0.6344 3.2942 0.4611
H 3.8775 -0.6758 -1.2769
C 3.4075 2.4123 -2.5285
C -1.9526 -0.7828 -3.5334
H -3.1732 4.8719 2.1454
C 3.2599 1.3823 -3.6291
S 0.8422 1.8507 1.5426
C -3.6516 -3.7471 3.3274
O 1.1123 -1.7255 -3.2123
H -0.6495 4.0077 -1.1335
H -1.6340 1.1452 -2.8817
H 0.0530 2.4148 -1.4234
C -2.9214 3.5470 0.4833
P 2.1279 -0.9930 -4.0390
S -1.9354 2.2090 -0.2284
S 0.7002 -3.4771 0.4196
H 4.2121 0.8815 -3.8204
H -3.2588 -0.6189 -1.8357
Tl 0.5680 -0.6242 -1.0174
H 2.9904 -2.8065 -2.2111
S -2.0047 3.0300 3.1139
H 1.5986 3.5163 0.0021
H -0.3119 3.6719 4.6440
H -3.7447 -4.8015 3.5495
S 0.3622 -1.5877 2.7953
H -0.3754 0.5111 -3.7465
C -2.7124 -1.4016 -2.3699
H -0.1380 4.5112 3.1187
H -1.2677 -2.7785 -1.8761
H -2.2410 -2.4069 -0.6229
H -3.3505 0.0203 2.5585
H 0.7489 1.6647 3.8357
H -3.8947 3.0861 0.6593
H -1.2306 -0.2868 1.5849
H -0.9311 -1.8998 0.8878
C 0.8085 2.5572 3.2100
H 4.2030 3.1151 -2.7822
C 1.2771 -2.8032 1.8546
C 3.8943 -2.3622 -2.6292
N 3.3603 -1.9396 4.5613
O 2.2833 0.4286 -3.2111
C -1.1360 -1.3489 1.8123
H -2.6609 -0.4590 -4.3029
H 2.9383 1.8466 -4.5637
Cl -6.1512 -3.5124 4.3502
O 3.5796 -1.6617 -3.8503
H 4.5628 -3.1724 -2.9167
C 2.9824 -2.4521 3.5994
C 3.4064 -4.0208 1.7933
C -4.6948 -2.8828 3.6236
C -2.3753 -1.8827 2.4704
C -0.3139 3.5322 3.5624
H 1.7642 3.0418 3.4196
N -1.0955 0.3048 -3.0604
H 0.3565 4.1488 1.0729
H 3.6551 1.9281 -1.5819
H -1.5183 4.7881 1.5658
H -1.6709 -3.9053 2.5237
H 2.4794 2.9744 -2.3991
C 2.5183 -3.0864 2.4075
N 4.1211 -4.7811 1.3037
C -2.4969 -3.2413 2.7544
C -2.4059 4.1936 1.7696
H -5.4206 -0.8697 3.5969
H -1.3006 -1.5388 -3.9751
H -3.4464 -2.1150 -2.7615
C -0.3910 3.0576 -0.6609
C 4.5645 -1.4516 -1.6194
H -3.0534 4.3230 -0.2742
N -1.7699 -2.0159 -1.4300
C -3.4353 -1.0382 2.7767
C -4.5991 -1.5305 3.3545
Te 1.7434 -0.5721 -6.2927
H 5.4412 -0.9712 -2.0584
H 4.8803 -2.0390 -0.7555
```

ΔE to the lowest compared entry with this formula, charge and spin   0.0 kJ/mol
Net charge   -1


Record 6
Entry from OMol25: a cluster of 4 separate species, C23H36F2N2O4S in total at a distorted geometry (ωB97M-V/def2-TZVPD).

XYZ file:
```
68
C23H36F2N2O4S (ωB97M-V/def2-TZVPD)
H -2.9155 -5.5954 0.4939
H 6.7690 -0.1199 -0.2905
H -4.6986 3.4162 1.1486
C -0.6760 -6.9036 -0.6513
C 0.0211 -5.8685 0.2087
C -1.7816 -6.0912 -1.2869
H 5.1816 -1.4881 -1.4325
C 1.1069 -1.8993 -3.3188
C 5.6206 -0.6998 -2.0534
H 3.6873 -0.4758 -3.0632
S -0.1255 -1.7711 1.9574
H 3.0902 3.6424 0.9736
H -1.1209 -0.8798 -1.0676
O -0.9787 -4.9221 0.6110
H -2.6203 -6.6921 -1.6427
O -3.9191 4.5282 2.8578
C -4.8048 6.5630 4.0132
C -5.0028 5.4946 2.8075
F -4.2208 0.8809 1.3828
H 0.7631 -0.0219 -2.3269
H 0.7842 -5.3276 -0.3619
H -5.6453 6.4584 4.7801
C -2.5854 2.8146 1.7320
C 4.5229 0.1205 -2.6928
H 1.3606 4.4831 0.9139
H -3.7833 6.4011 4.5148
C -1.2050 -1.8036 -3.0510
H -0.4766 -2.5291 -1.1585
C 1.9577 3.5197 1.0509
O 5.3043 1.2680 -0.7754
C 1.4919 2.8581 2.4792
N -1.7280 -1.1754 1.7284
H -6.0275 4.9718 2.9241
H -4.8603 7.6060 3.5277
C 6.3090 0.3256 -1.1756
C -0.1909 0.6795 2.0901
H 2.2172 2.0461 2.8242
H 1.3800 3.6709 3.2979
C -3.7392 3.9390 1.5378
H -1.3838 -5.5227 -2.1344
C -0.5632 -1.5775 -1.6950
C 0.0060 2.2427 2.2018
H 3.7467 2.0088 -1.9314
H -1.6697 -0.8854 -3.4266
N 0.8351 -0.3540 2.2291
H 6.2953 -1.1676 -2.7727
H 7.0788 0.8717 -1.7318
O -0.1498 -2.1609 -3.9563
C 0.8096 -1.0869 -2.0753
H 1.5568 -1.2202 -1.2903
C -1.6891 0.2706 1.7973
H -1.9594 -2.5938 -3.0335
H -0.0081 -7.3773 -1.3729
C 4.1269 1.0515 -1.5673
H 1.7694 -1.3752 -4.0121
H -0.8695 4.4087 2.1655
C -2.8780 1.2977 1.6286
C -2.1643 -5.1469 -0.1647
H -1.1074 -7.6864 -0.0184
F 1.4550 2.5994 0.0352
C -1.1254 3.2987 2.0469
H 4.9310 0.6954 -3.5309
H -2.5490 -4.1925 -0.5324
H -4.9278 6.0287 1.7913
H 0.4914 -6.3048 1.0930
H 1.5592 -2.8645 -3.0652
H -3.4451 4.7219 0.7394
H 3.3668 0.5974 -0.9229
```

SMILES   CCOCc1cc(CCF)c2nsnc2c1F.C1CCOC1.C1CCOC1.C1CCOC1


| no. | orbital gap (Ha) |
| --- | --- |
| 1 | 0.305 |
| 2 | 0.027 |
| 3 | 0.042 |
| 4 | 0.066 |
| 5 | 0.241 |
| 6 | 0.264 |